{
  "formula": "C7H9NO",
  "method": "the ωB97M-V functional and the def2-TZVPD basis",
  "elements": ["C", "C", "C", "C", "C", "C", "C", "H", "H", "H", "H", "H", "H", "H", "H", "H", "N", "O"],
  "coordinates": [[-0.899927, 2.119391, 1.252120], [-0.729738, 0.880506, 0.847896], [-0.783596, 0.330053, -0.603031], [0.276174, -0.717731, -0.640731], [1.411734, -0.543982, -1.608028], [0.486040, -1.190172, 0.772960], [-0.165013, -0.265488, 1.673184], [-1.221798, 2.949442, 0.609397], [-0.721106, 2.463062, 2.273040], [-1.771668, -0.179125, -0.782538], [-0.636677, 1.099755, -1.326996], [1.461165, 0.307659, -2.263971], [2.434374, -0.842254, -1.315051], [-0.334006, -1.437469, -2.422399], [1.320621, -1.753539, 1.113734], [0.233883, -0.106347, 2.680974], [0.384839, -1.638717, -1.726047], [-0.745300, -1.475044, 1.465487]],
  "forces_ev_per_a": [[-0.2477, 1.3133, 0.2494], [0.5154, -1.2471, -0.6034], [-1.8658, -0.2044, 1.3528], [1.1893, 0.1338, 0.2732], [0.2274, -1.0104, 0.9637], [-0.3126, 0.1154, -0.4345], [0.6891, 2.8594, 0.9587], [0.1566, -0.5975, -0.0756], [-0.0510, -0.5080, -0.0891], [0.6971, 0.6111, 0.1767], [-0.0055, 0.5256, -0.5342], [-0.6084, 0.1667, -0.2441], [-0.7541, -0.3068, -0.1775], [0.3808, 0.0540, -0.0236], [0.5808, -0.5022, -0.1233], [-0.2230, 0.2706, -0.2611], [0.5305, 0.1819, -0.6293], [-0.8990, -1.8553, -0.7789]],
  "homo_ev": -9.56,
  "gap_ha": 0.3845,
  "smiles": "C=C1C[C@@]2(CN2)[C@@H]2O[C@H]12",
  "total_charge": 0,
  "relative_energy_ev": 3.2861
}